This record from the Open Molecules 2025 dataset describes C43H60CsFN8O5 as an isolated structure in a non-equilibrium geometry. The level of theory is ωB97M-V/def2-TZVPD.

Positions of all 118 atoms, in Å:
Cs1 -0.4353 -0.2049 -1.4129
C1 5.1782 -2.3993 -2.1413
C2 3.8303 -1.7393 -2.2330
N1 2.8731 -1.9261 -1.3922
N2 3.1028 -2.7540 -0.3509
C3 1.9569 -3.0379 0.2944
O1 0.7960 -2.7493 -0.0339
C4 2.1468 -3.8614 1.5503
C5 3.3683 -4.4333 1.8968
C6 3.4892 -5.1788 3.0617
C7 2.3918 -5.3544 3.8972
C8 1.1729 -4.7819 3.5584
C9 1.0520 -4.0452 2.3883
C10 3.5473 -0.8336 -3.3744
C11 4.5244 -0.5470 -4.3330
C12 4.2202 0.3104 -5.3798
C13 2.9552 0.8653 -5.4600
C14 2.0388 0.5292 -4.4687
N3 2.3243 -0.2913 -3.4641
H1 5.2090 -2.9950 -1.2332
H2 5.9862 -1.6610 -2.1112
H3 5.3646 -3.0513 -3.0011
H4 4.2144 -4.2738 1.2418
H5 4.4445 -5.6203 3.3231
H6 2.4897 -5.9272 4.8124
H7 0.3171 -4.8935 4.2134
H8 0.1140 -3.5799 2.1127
H9 5.5080 -0.9899 -4.2572
H10 4.9723 0.5431 -6.1255
H11 2.6742 1.5429 -6.2548
H12 1.0311 0.9411 -4.4789
C15 -2.3876 3.6836 3.4170
C16 -1.1572 4.0227 2.5721
C17 -1.3834 3.6470 1.1060
C18 0.1494 3.4880 3.1430
C19 1.0507 4.4233 3.6437
C20 2.3061 4.0612 4.1073
C21 2.6682 2.7258 4.0344
C22 1.8015 1.7494 3.5489
C23 2.3636 0.3442 3.3987
C24 1.6472 -0.7622 4.1721
C25 2.4927 -0.0344 1.9207
C26 0.4982 2.1118 3.1217
N4 -0.3620 1.1875 2.5502
C27 -1.2650 0.5577 3.2867
C28 -1.4221 0.6199 4.7064
C29 -2.3776 -0.1150 5.3899
C30 -3.2636 -0.9594 4.7287
C31 -3.1687 -1.0267 3.3327
C32 -2.2242 -0.2943 2.6678
F1 -2.2007 -0.3616 1.3031
H13 -3.2599 4.2225 3.0327
H14 -2.2408 3.9668 4.4631
H15 -2.6122 2.6186 3.3888
H16 -1.0493 5.1139 2.6067
H17 -1.5779 2.5801 1.0080
H18 -0.5102 3.8814 0.4937
H19 -2.2420 4.1907 0.7031
H20 0.7587 5.4698 3.6496
H21 2.9944 4.8053 4.4921
H22 3.6601 2.4208 4.3563
H23 3.3787 0.3976 3.8112
H24 0.7049 -1.0338 3.6995
H25 1.4315 -0.4643 5.2004
H26 2.2794 -1.6545 4.1960
H27 1.5007 -0.1192 1.4726
H28 3.0064 -0.9920 1.8030
H29 3.0501 0.7249 1.3679
H30 -0.7471 1.2712 5.2508
H31 -2.4301 -0.0262 6.4712
H32 -4.0053 -1.5381 5.2637
H33 -3.8402 -1.6460 2.7476
C33 -3.7007 3.6893 -3.8237
C34 -2.4627 3.2388 -3.0687
C35 -1.5665 4.4214 -2.7108
O2 -2.8783 2.5813 -1.8705
C36 -1.6268 2.2401 -3.9195
O3 -1.4056 2.4973 -5.1058
O4 -1.2192 1.2293 -3.2529
H34 -4.2317 4.4538 -3.2495
H35 -4.3745 2.8436 -3.9784
H36 -3.4145 4.0917 -4.7949
H37 -2.1103 5.1013 -2.0495
H38 -1.2705 4.9552 -3.6171
H39 -0.6692 4.0793 -2.1925
H40 -2.2767 1.8125 -1.8543
C37 -4.6952 -0.3710 -1.4635
N5 -3.9365 -1.2194 -2.3630
C38 -3.9619 -0.7036 -3.7159
C39 -4.3351 -2.6070 -2.2922
C40 -3.2250 -3.5617 -2.7262
N6 -2.0084 -3.3776 -1.9694
C41 -0.8467 -3.9429 -2.6279
C42 -2.1272 -3.8589 -0.6050
H41 -5.7770 -0.3706 -1.7004
H42 -4.3386 0.6573 -1.5316
H43 -4.5652 -0.7093 -0.4339
H44 -4.9922 -0.6672 -4.1209
H45 -3.3577 -1.3277 -4.3754
H46 -3.5342 0.2966 -3.7402
H47 -5.2290 -2.8030 -2.9159
H48 -4.6222 -2.8296 -1.2629
H49 -2.9991 -3.4016 -3.7834
H50 -3.6033 -4.5998 -2.6366
H51 -0.9210 -5.0410 -2.7500
H52 0.0426 -3.7168 -2.0383
H53 -0.7330 -3.4958 -3.6183
H54 -2.3527 -4.9432 -0.5757
H55 -2.9244 -3.3294 -0.0813
H56 -1.1950 -3.6754 -0.0736
N7 3.5678 3.7841 -0.8508
C43 2.5895 2.8060 -1.0503
N8 3.0627 1.5346 -1.1028
O5 1.4124 3.0957 -1.1644
H57 4.3377 3.4989 -0.2647
H58 3.1418 4.6420 -0.5356
H59 4.0356 1.3445 -1.2598
H60 2.4238 0.7971 -1.3554

Force components x, y, z for each atom (eV/Å):
Cs 0.788 -1.496 1.715
C 0.038 -0.009 0.009
C -0.111 0.101 -0.083
N 0.037 0.026 -0.083
N -0.064 0.013 0.043
C 0.039 -0.161 -0.063
O -0.001 0.123 0.063
C 0.005 0.037 -0.029
C 0.022 0.024 0.038
C -0.017 0.009 -0.013
C 0.005 0.014 -0.020
C 0.014 0.019 -0.013
C 0.001 -0.001 0.048
C 0.004 -0.063 0.042
C 0.014 0.005 -0.031
C 0.024 -0.011 0.015
C 0.017 -0.012 0.003
C -0.028 -0.016 0.038
N -0.204 0.126 -0.008
H 0.003 -0.003 -0.001
H -0.004 -0.009 0.003
H -0.002 0.010 0.005
H -0.014 -0.006 0.006
H -0.002 0.002 0.001
H 0.001 0.001 -0.002
H 0.001 -0.007 -0.003
H 0.012 0.005 0.001
H -0.001 0.009 -0.009
H 0.003 -0.004 0.001
H -0.007 -0.005 0.011
H 0.019 -0.012 0.007
C -0.009 0.001 0.003
C -0.002 -0.015 0.003
C 0.004 -0.009 -0.025
C 0.011 0.026 0.003
C -0.013 -0.006 0.020
C -0.046 -0.041 -0.032
C -0.035 -0.024 0.048
C 0.007 -0.028 0.023
C 0.012 -0.016 -0.090
C -0.047 0.009 0.023
C 0.014 -0.016 0.026
C 0.036 0.095 -0.096
N -0.041 -0.081 0.019
C 0.066 0.009 0.117
C 0.038 0.010 -0.002
C -0.007 -0.013 -0.055
C 0.047 0.045 0.006
C -0.003 0.016 -0.033
C -0.005 -0.026 0.031
F -0.020 -0.110 -0.119
H 0.017 0.002 0.004
H -0.002 -0.009 -0.005
H -0.002 0.023 -0.005
H -0.012 0.020 -0.007
H 0.006 0.027 -0.004
H -0.006 -0.009 0.009
H -0.001 0.006 0.002
H 0.001 0.001 0.001
H 0.001 0.002 0.000
H 0.000 0.000 -0.005
H 0.024 0.014 -0.019
H -0.027 0.016 -0.008
H 0.008 0.010 0.011
H -0.014 -0.025 -0.016
H 0.022 0.000 0.007
H 0.004 0.017 0.012
H -0.018 -0.046 0.048
H -0.010 -0.016 0.028
H 0.008 0.006 -0.004
H 0.000 0.002 -0.004
H 0.003 0.001 0.001
C -0.037 0.012 -0.017
C -0.032 -0.054 0.016
C 0.010 0.058 -0.033
O 0.030 0.066 -0.128
C 0.084 -0.190 0.145
O 0.035 0.045 -0.015
O -0.639 1.247 -1.610
H -0.004 -0.017 0.001
H 0.012 0.006 -0.008
H -0.006 0.014 0.007
H 0.001 -0.003 -0.011
H 0.004 -0.008 0.019
H -0.012 -0.020 -0.007
H -0.162 0.188 0.001
C -0.058 -0.030 -0.011
N 0.024 0.194 0.046
C 0.005 -0.022 -0.010
C 0.044 -0.019 -0.003
C 0.009 0.078 0.010
N 0.124 -0.007 0.049
C -0.042 -0.010 0.021
C -0.022 0.019 -0.006
H -0.008 -0.012 0.002
H 0.004 -0.010 -0.019
H 0.006 0.003 -0.013
H -0.004 -0.010 -0.007
H 0.004 0.017 0.013
H -0.014 -0.002 0.012
H -0.034 -0.018 0.013
H 0.019 0.008 0.006
H 0.014 0.022 0.009
H -0.014 -0.022 -0.031
H -0.004 -0.003 0.000
H -0.007 -0.011 -0.010
H 0.003 -0.013 0.003
H -0.012 -0.003 0.002
H 0.027 -0.001 0.002
H 0.003 -0.003 -0.025
N 0.039 -0.013 0.013
C -0.163 -0.015 0.040
N 0.037 0.041 0.007
O 0.071 -0.075 -0.065
H -0.015 -0.003 0.032
H -0.005 0.010 0.011
H 0.016 0.025 0.004
H 0.070 -0.039 -0.067

* E_tot: -2608.9265 a.u.
* max |F|: 2.408 eV Å⁻¹
* net charge: -2
* frontier orbital gap: 5.022 eV
* relative energy (zero: lowest compared OMol25 entry of this formula, charge and spin): 22.88 kcal per mole

=====

This record from the Open Molecules 2025 dataset describes C43H60FN8O4PRbSe2Si as an isolated structure in a non-equilibrium geometry. The level of theory is ωB97M-V/def2-TZVPD.

Positions of all 121 atoms, in Å:
Rb1 0.0242 -0.8006 -0.0860
C1 0.5480 -5.4388 -6.0877
O1 1.8493 -4.9453 -5.8905
C2 2.0634 -4.1070 -4.8147
C3 3.3853 -3.6249 -4.7008
C4 3.6725 -2.7849 -3.6584
C5 2.7269 -2.3871 -2.6984
C6 3.1277 -1.5213 -1.5996
C7 4.5001 -0.8632 -1.6141
O2 2.4032 -1.3002 -0.6378
C8 1.3628 -2.8552 -2.8173
O3 0.4198 -2.5090 -2.0597
C9 1.0938 -3.7471 -3.9166
H1 0.5883 -6.0578 -6.9823
H2 -0.1664 -4.6242 -6.2380
H3 0.2182 -6.0449 -5.2397
H4 4.1266 -3.9250 -5.4257
H5 4.6870 -2.4174 -3.5686
H6 5.2807 -1.6039 -1.4335
H7 4.5203 -0.1256 -0.8143
H8 4.7138 -0.3797 -2.5658
H9 0.0763 -4.0934 -3.9957
Se1 3.7570 0.2389 3.6308
Se2 3.3324 -1.5976 2.3035
C10 1.6547 -2.2708 2.9739
C11 1.0641 -1.8959 4.1726
C12 -0.1230 -2.5082 4.5216
C13 -0.6669 -3.4671 3.6823
C14 0.0020 -3.7559 2.5072
N1 1.1370 -3.1674 2.1479
C15 3.2533 1.6091 2.3305
C16 3.7622 2.8904 2.4960
C17 3.4382 3.8361 1.5380
C18 2.6447 3.4742 0.4616
C19 2.1876 2.1657 0.4036
N2 2.4828 1.2560 1.3308
H10 1.5202 -1.1415 4.7996
H11 -0.6201 -2.2377 5.4451
H12 -1.6000 -3.9589 3.9154
H13 -0.3981 -4.4700 1.8003
H14 4.3980 3.1358 3.3347
H15 3.8070 4.8486 1.6313
H16 2.3557 4.1836 -0.3004
H17 1.5614 1.8358 -0.4219
C20 -1.2639 2.5914 -4.8306
Si1 -0.0205 1.7746 -3.6553
C21 -0.1850 -0.0710 -3.9025
C22 1.6900 2.2570 -4.2961
N3 -0.3071 2.1377 -2.0332
C23 -0.2778 3.3333 -1.4374
C24 0.0337 4.5956 -2.0125
C25 0.0251 5.7785 -1.2860
C26 -0.3008 5.7980 0.0633
C27 -0.6239 4.5859 0.6779
C28 -0.6038 3.4329 -0.0573
F1 -0.8891 2.2383 0.5635
H18 -1.0137 2.3779 -5.8712
H19 -1.2868 3.6728 -4.7054
H20 -2.2724 2.2195 -4.6472
H21 -0.2051 -0.3365 -4.9599
H22 -1.0940 -0.4568 -3.4386
H23 0.6472 -0.6091 -3.4473
H24 1.8534 1.8281 -5.2862
H25 2.4672 1.8757 -3.6344
H26 1.8218 3.3350 -4.3714
H27 0.2935 4.6224 -3.0623
H28 0.2780 6.7049 -1.7900
H29 -0.3044 6.7199 0.6273
H30 -0.8775 4.5254 1.7278
O4 -1.6303 -0.8694 1.9001
N4 -2.4631 -0.4587 1.1006
N5 -2.6231 -1.2662 0.0453
P1 -3.9677 -0.9368 -0.8131
N6 -5.3441 -1.4672 -0.0284
C29 -5.7522 -0.6228 1.1269
C30 -6.3167 -1.4608 2.2654
C31 -7.3507 -2.4361 1.7224
C32 -6.6911 -3.3943 0.7175
C33 -5.3109 -2.9011 0.3008
N7 -4.2805 0.6414 -1.1022
C34 -5.6198 1.1720 -1.4047
C35 -5.6225 1.8879 -2.7485
C36 -4.6938 3.1072 -2.7160
C37 -3.5268 2.8772 -1.7507
C38 -3.1554 1.4090 -1.6861
N8 -3.7900 -1.8105 -2.1867
C39 -2.6267 -2.6216 -2.5765
C40 -3.0467 -4.0534 -2.8665
C41 -4.1521 -4.0923 -3.9166
C42 -5.3257 -3.2133 -3.5025
C43 -4.8507 -1.7990 -3.1891
H31 -6.5345 0.0617 0.7891
H32 -4.9096 -0.0154 1.4713
H33 -6.7678 -0.7790 2.9902
H34 -5.5190 -1.9902 2.7882
H35 -8.1372 -1.8601 1.2284
H36 -7.8312 -2.9905 2.5295
H37 -7.3197 -3.5143 -0.1668
H38 -6.5720 -4.3865 1.1601
H39 -4.9726 -3.4405 -0.5799
H40 -4.5698 -3.0980 1.0844
H41 -5.9158 1.8769 -0.6182
H42 -6.3419 0.3569 -1.3904
H43 -6.6449 2.1775 -2.9986
H44 -5.2965 1.1839 -3.5180
H45 -5.2534 3.9959 -2.4124
H46 -4.3138 3.3045 -3.7191
H47 -3.7833 3.2115 -0.7429
H48 -2.6474 3.4440 -2.0547
H49 -2.2618 1.2749 -1.0840
H50 -2.9262 1.0318 -2.6903
H51 -1.8496 -2.5754 -1.8179
H52 -2.1893 -2.1793 -3.4789
H53 -3.3853 -4.5292 -1.9406
H54 -2.1718 -4.6080 -3.2082
H55 -4.4870 -5.1165 -4.1004
H56 -3.7476 -3.7166 -4.8628
H57 -5.8052 -3.6280 -2.6115
H58 -6.0844 -3.1787 -4.2896
H59 -5.6813 -1.1861 -2.8422
H60 -4.4558 -1.3337 -4.1032

Force components x, y, z for each atom (eV/Å):
Rb 0.854 0.653 -0.409
C -0.007 0.075 0.076
O 0.213 0.199 0.198
C -0.097 -0.136 -0.152
C -0.101 -0.051 -0.004
C 0.038 0.006 -0.047
C 0.006 0.059 0.004
C -0.088 -0.201 -0.209
C -0.007 0.003 0.009
O 0.875 0.045 -0.212
C 0.014 -0.144 0.055
O 0.015 -0.418 -0.100
C 0.218 -0.051 -0.176
H -0.018 0.005 0.013
H -0.040 -0.001 -0.008
H -0.035 -0.027 0.026
H 0.039 -0.013 -0.039
H 0.033 0.004 -0.003
H 0.033 -0.036 0.015
H 0.002 -0.005 0.016
H -0.003 0.029 -0.057
H -0.124 -0.056 -0.032
Se -0.075 0.046 -0.208
Se 0.106 -0.156 0.314
C 0.043 0.206 -0.083
C 0.079 0.122 0.042
C -0.051 -0.015 0.090
C -0.004 0.007 -0.014
C -0.158 -0.006 -0.023
N 0.204 -0.021 0.006
C 0.096 -0.005 0.202
C 0.009 -0.033 0.020
C -0.019 0.053 -0.019
C -0.006 -0.070 0.066
C 0.048 0.028 -0.149
N -0.189 -0.153 -0.032
H -0.021 -0.024 -0.029
H -0.008 0.009 -0.010
H -0.030 -0.021 0.010
H -0.043 -0.093 -0.054
H 0.050 -0.004 0.056
H 0.023 0.057 0.000
H -0.030 0.033 -0.046
H 0.016 0.040 0.031
C 0.051 -0.023 0.001
Si 0.028 0.044 -0.091
C 0.056 0.128 0.054
C -0.060 -0.039 -0.023
N 0.339 -0.017 0.071
C -0.042 -0.074 0.010
C 0.016 0.031 -0.011
C -0.011 -0.014 0.016
C 0.011 -0.004 -0.007
C -0.024 -0.096 0.030
C -0.016 -0.431 0.005
F -0.014 0.428 0.143
H 0.007 -0.016 -0.096
H -0.007 0.165 0.012
H -0.118 -0.059 0.010
H -0.006 -0.012 -0.141
H -0.005 0.045 0.017
H -0.050 0.086 -0.022
H 0.047 -0.030 -0.091
H 0.080 -0.072 0.082
H 0.004 0.141 -0.008
H 0.033 0.009 -0.078
H 0.006 0.012 -0.008
H -0.009 0.033 0.024
H -0.007 0.015 0.066
O -0.458 0.137 0.339
N -0.805 -0.307 0.237
N -0.503 0.234 0.208
P 0.126 0.008 -0.102
N -0.031 -0.107 0.095
C -0.009 0.128 0.013
C -0.067 0.138 0.076
C -0.029 0.027 0.010
C 0.054 -0.107 -0.007
C 0.020 -0.079 -0.077
N -0.203 -0.034 -0.015
C 0.032 0.019 0.070
C -0.066 -0.052 0.008
C -0.038 0.064 0.036
C 0.065 0.018 -0.030
C 0.010 -0.048 0.084
N -0.036 -0.186 0.113
C 0.067 0.076 0.093
C 0.024 -0.007 0.010
C 0.024 -0.055 -0.055
C -0.047 0.038 0.004
C 0.071 0.103 -0.065
H 0.015 0.012 0.021
H -0.050 -0.033 0.039
H 0.023 -0.021 -0.006
H 0.029 -0.027 0.020
H -0.019 0.014 -0.014
H 0.003 -0.002 0.019
H -0.007 0.014 -0.024
H 0.002 -0.003 -0.029
H 0.042 -0.033 -0.027
H -0.057 -0.004 -0.005
H 0.005 0.002 -0.011
H -0.024 -0.011 -0.027
H -0.027 0.005 -0.019
H 0.014 -0.024 -0.023
H -0.001 -0.006 -0.006
H 0.014 0.004 -0.044
H -0.008 0.015 0.036
H -0.078 -0.020 0.001
H -0.060 -0.007 -0.035
H 0.040 0.028 -0.011
H -0.131 -0.032 -0.061
H -0.044 -0.047 0.005
H -0.021 -0.008 0.019
H 0.039 -0.023 0.006
H 0.010 0.009 0.018
H 0.003 -0.003 -0.034
H -0.039 -0.026 0.019
H 0.022 0.022 0.006
H -0.030 0.017 0.028
H -0.037 -0.006 -0.009

* E_tot: -7971.3284 a.u.
* max |F|: 1.150 eV Å⁻¹
* net charge: -1
* frontier orbital gap: 5.809 eV
* relative energy (zero: lowest compared OMol25 entry of this formula, charge and spin): 9.53 kcal per mole

=====

The lowest frontier orbital gap belongs to which entry?
C43H60CsFN8O5